Here is C17H23N9O4Y as an isolated structure from OMol25. Energies are from the ωB97M-V functional and the def2-TZVPD basis.

```
54
Properties=species:S:1:pos:R:3:nbo_charge:R:1
Y 1.05 -0.05 -0.87 2.113
C -0.80 0.18 3.46 -0.693
C -0.10 -0.12 2.18 0.297
N 0.09 0.76 1.26 -0.296
O -0.42 2.01 1.57 -0.533
C 0.47 -1.48 1.94 0.137
C 0.23 -2.63 2.87 -0.682
N 1.24 -1.58 0.90 -0.229
O 1.87 -2.69 0.62 -0.592
H -0.58 1.19 3.79 0.261
H -0.52 -0.54 4.22 0.238
H -1.88 0.12 3.29 0.262
H 0.01 2.60 0.94 0.492
H -0.76 -2.59 3.30 0.229
H 0.95 -2.63 3.69 0.238
H 0.36 -3.56 2.32 0.264
C -1.62 2.03 -1.75 -0.266
N -0.88 0.79 -1.95 -0.689
C -1.42 -0.13 -2.70 0.200
C -0.82 -1.39 -2.90 -0.040
C -1.30 -2.48 -3.60 -0.192
C -0.35 -3.50 -3.45 -0.314
C 0.66 -2.97 -2.66 0.020
N 0.41 -1.69 -2.31 -0.730
C -2.67 1.93 -0.65 0.048
C -3.28 3.11 -0.22 -0.227
C -4.22 3.09 0.80 -0.193
C -4.57 1.89 1.40 -0.213
C -3.97 0.71 0.97 -0.196
C -3.02 0.74 -0.04 -0.264
H -2.07 2.35 -2.69 0.214
H -0.91 2.81 -1.48 0.208
H -2.38 0.07 -3.18 0.201
H -2.23 -2.52 -4.15 0.232
H -0.39 -4.50 -3.85 0.234
H 1.54 -3.48 -2.29 0.203
H -3.01 4.05 -0.68 0.212
H -4.69 4.01 1.12 0.223
H -5.31 1.86 2.19 0.223
H -4.24 -0.23 1.42 0.216
H -2.57 -0.20 -0.35 0.210
N 3.38 -1.47 -1.14 -0.714
N 4.46 -0.87 -0.46 -0.395
C 4.36 0.40 -0.06 0.646
N 5.35 0.99 0.59 -0.750
N 3.18 0.95 -0.39 -0.566
N 2.85 2.23 -0.07 0.651
O 3.54 3.01 0.52 -0.339
O 1.69 2.47 -0.49 -0.472
H 2.89 -2.16 -0.50 0.440
H 3.74 -1.87 -2.00 0.393
H 5.20 -1.46 -0.11 0.406
H 6.24 0.51 0.70 0.423
H 5.25 1.94 0.90 0.451
```

Properties
Net charge: +1
Energy relative to the best compared isomer or geometry (same formula, charge and spin) in kcal/mol: 3.1
LUMO in hartree: -0.141
M in g/mol: 506.336

Here is a 6-piece molecular cluster, H13NO5 overall in a non-equilibrium geometry from OMol25. Energies are from the ωB97M-V functional and the def2-TZVPD basis.

```
19
Properties=species:S:1:pos:R:3:nbo_charge:R:1
N 0.65 0.09 -1.30 -1.121
H 0.03 -0.71 -1.18 0.373
H 0.89 0.12 -2.29 0.370
H 1.55 -0.28 -0.96 0.390
O -2.95 -0.71 -1.72 -0.961
H -2.30 -0.05 -1.43 0.486
H -3.78 -0.24 -1.88 0.472
O 0.31 1.11 1.46 -0.979
H 0.58 2.02 1.26 0.476
H -0.02 0.79 0.58 0.500
O -1.40 2.07 -1.44 -0.972
H -0.44 2.02 -1.49 0.493
H -1.65 2.71 -0.73 0.477
O 2.38 -1.88 0.30 -0.946
H 1.94 -2.57 0.80 0.472
H 2.56 -1.25 1.00 0.477
O 0.61 -1.08 3.39 -0.959
H 0.70 -0.33 2.79 0.495
H 0.32 -1.82 2.85 0.457
```

Properties
Energy relative to the best compared isomer or geometry (same formula, charge and spin) in kcal/mol: 23.5
SMILES: N.O.O.O.O.O
LUMO in hartree: 0.010
M in g/mol: 107.106

Here is C26H22Cl2CuF4GeN4S as an isolated structure from OMol25. Energies are from the ωB97M-V functional and the def2-TZVPD basis.

```
61
Properties=species:S:1:pos:R:3:nbo_charge:R:1
Cu 1.61 -0.81 -1.81 0.771
Cl -0.87 0.93 -3.29 0.187
C -0.57 -1.83 -3.89 -0.020
C -1.44 -1.64 -5.06 -0.151
C -1.41 -2.56 -6.03 -0.190
C -0.49 -3.67 -5.96 -0.063
C 0.45 -3.80 -4.98 -0.123
Cl 1.57 -5.09 -5.03 0.114
C 0.57 -2.80 -3.95 -0.074
S 1.85 -2.80 -2.91 0.022
H -2.14 -0.82 -5.06 0.253
H -2.09 -2.51 -6.87 0.263
H -0.51 -4.41 -6.74 0.265
F -0.59 -0.72 -0.01 -0.328
C -1.94 -0.62 0.18 0.308
C -2.38 0.09 1.26 0.394
F -1.44 0.63 2.04 -0.301
C -3.74 0.22 1.56 -0.145
C -4.61 -0.48 0.71 0.387
C -4.15 -1.21 -0.38 0.427
F -5.04 -1.80 -1.16 -0.261
C -2.79 -1.30 -0.69 -0.144
C -2.30 -2.05 -1.85 -0.146
C -1.29 -1.64 -2.62 0.271
N -0.35 -0.69 -2.92 -0.470
C -2.90 -3.29 -2.25 0.223
N -3.31 -4.31 -2.59 -0.176
F -5.91 -0.43 0.89 -0.245
C -4.21 1.05 2.64 -0.109
C -3.33 1.97 3.27 0.232
N -2.60 2.73 3.74 -0.205
C -5.54 1.04 3.10 0.201
N -6.62 1.06 3.52 -0.119
C 5.31 0.16 3.28 -0.608
C 4.16 -0.21 2.35 -0.395
C 2.81 -0.21 3.06 -0.410
C 1.64 -0.47 2.12 -0.837
Ge 1.27 0.86 0.75 1.648
C 0.31 2.49 0.36 -0.861
C 0.37 3.51 1.50 -0.415
C 1.77 4.12 1.56 -0.417
C 2.83 3.04 1.67 -0.597
H 6.26 0.17 2.75 0.234
H 5.39 -0.55 4.10 0.226
H 5.16 1.15 3.72 0.208
H 4.34 -1.20 1.92 0.215
H 4.14 0.49 1.50 0.174
H 2.66 0.70 3.64 0.214
H 2.81 -1.03 3.79 0.249
H 0.69 -0.56 2.65 0.272
H 1.81 -1.37 1.53 0.257
H 1.87 0.35 -0.63 -0.358
H -0.71 2.16 0.14 0.267
H 0.75 2.87 -0.56 0.260
H 0.10 3.05 2.45 0.226
H -0.39 4.28 1.32 0.254
H 1.83 4.79 2.42 0.253
H 1.94 4.73 0.68 0.222
H 2.64 2.39 2.53 0.217
H 3.84 3.43 1.79 0.283
H 2.90 2.44 0.74 0.173
```

Properties
Multiplicity: 2
Net charge: +2
LUMO (alpha / beta) in hartree: -0.286 / -0.300
M in g/mol: 705.611